Entry 1:
{"formula": "C5H9NS2", "method": "the ωB97M-V functional and the def2-TZVPD basis", "elements": ["H", "C", "H", "C", "H", "H", "C", "C", "H", "H", "H", "S", "N", "S", "H", "C", "H"], "xyz": [[1.884, -1.234, 0.552], [1.549, 0.913, -0.725], [-1.825, -1.468, 0.496], [0.583, 0.017, -0.057], [-0.812, 0.482, 1.383], [-2.788, 1.908, -1.081], [-1.617, -0.589, -0.256], [1.156, -0.746, 0.971], [1.491, 1.239, -1.852], [0.367, -1.306, 1.528], [-0.158, -1.850, -0.857], [3.052, 1.242, -0.159], [-0.320, -0.890, -0.945], [-1.111, 2.517, 0.143], [-2.315, -0.555, -1.236], [-0.876, 0.616, 0.338], [1.740, -0.295, 1.755]], "lowdin_charge": [0.03, -0.58, 0.13, -0.60, 0.05, 0.15, -0.20, -0.12, 0.09, 0.12, 0.07, 0.71, -0.01, 0.54, 0.14, -0.61, 0.08], "spin_multiplicity": 1, "total_energy_ev": -28484.3177, "e_homo_ev": -8.7, "lumo_ev": -1.715, "orbital_gap_ev": 6.961}



Entry 2:
{"formula": "C12H26CdN8O3", "method": "the ωB97M-V functional and the def2-TZVPD basis", "elements": ["O", "H", "H", "H", "H", "C", "H", "H", "H", "C", "H", "N", "H", "C", "N", "H", "H", "N", "H", "H", "C", "H", "C", "H", "H", "C", "H", "C", "N", "H", "O", "H", "H", "N", "C", "H", "C", "N", "C", "N", "H", "Cd", "H", "H", "H", "N", "O", "C", "H", "C"], "xyz": [[-2.234, -1.804, -4.300], [4.472, -2.223, 1.111], [0.883, -3.008, 2.077], [-2.029, 3.707, -0.273], [-3.786, 3.732, -0.059], [-0.992, 0.050, -3.512], [1.925, 0.457, 1.215], [3.385, -3.563, 1.515], [-1.648, 3.506, 2.195], [-2.921, 3.075, -0.156], [-0.847, 1.935, -0.399], [-2.863, 2.213, 1.016], [3.757, -0.011, -1.877], [-1.979, 1.111, 0.861], [-0.963, 1.073, 0.127], [1.546, -1.897, 3.315], [-2.571, 2.298, 3.105], [0.220, 0.383, -2.783], [3.628, 0.073, 0.886], [-1.862, 0.546, -3.059], [-2.181, -1.311, 1.314], [-2.146, -3.092, 2.192], [3.600, -2.508, 1.709], [-0.942, 0.381, -4.546], [2.923, 2.235, -2.895], [1.073, 1.252, -3.319], [0.400, -1.296, 2.082], [-2.602, 2.965, 2.241], [-2.357, 0.037, 1.673], [3.841, -2.376, 2.776], [-0.731, -2.207, -2.675], [-3.037, 2.470, -1.055], [-2.173, -1.809, 3.245], [-2.508, -2.165, 2.358], [2.382, 1.367, -2.528], [3.011, 0.023, 2.563], [1.229, -1.986, 2.261], [2.066, -1.965, -0.092], [2.380, -1.660, 1.274], [3.209, 0.158, -2.708], [2.596, -0.643, -2.758], [0.443, -1.057, -1.064], [2.124, 1.534, -1.475], [-3.403, 3.687, 2.400], [-3.189, 0.222, 2.213], [-1.802, -1.617, 0.160], [0.917, 1.946, -4.344], [-1.344, -1.450, -3.509], [-1.660, -2.609, -0.005], [2.762, -0.179, 1.507]], "lowdin_charge": [-0.06, 0.06, 0.06, 0.08, 0.07, -0.20, 0.04, 0.06, 0.06, -0.13, 0.04, -0.19, 0.03, -0.49, 0.14, 0.05, 0.00, -0.10, 0.06, 0.10, -0.64, 0.06, -0.12, 0.10, 0.09, -0.61, 0.04, -0.27, 0.12, 0.06, -0.22, 0.09, -0.01, 0.08, -0.24, 0.07, -0.14, -0.11, -0.83, -0.01, 0.02, 1.34, 0.08, 0.04, 0.07, 0.09, -0.07, -0.71, 0.05, -0.10], "spin_multiplicity": 1, "total_energy_ev": -35491.8549, "e_homo_ev": [2.4, -2.4], "total_charge": -2, "lumo_ev": [4.897, 4.914], "orbital_gap_ev": [2.487, 7.309]}



Entry 3:
{"formula": "C4H11NOS", "method": "the ωB97M-V functional and the def2-TZVPD basis", "elements": ["H", "H", "N", "H", "H", "C", "H", "H", "H", "C", "H", "S", "O", "H", "H", "C", "C", "H"], "xyz": [[0.424, -0.856, -0.670], [-1.160, 1.504, 0.945], [-0.308, -1.054, 0.005], [-1.532, -2.716, 0.197], [-0.055, 2.776, 1.372], [0.063, -0.607, 1.339], [0.019, -3.741, -1.485], [1.304, 0.984, 2.219], [0.215, -3.042, 0.537], [-0.501, -2.487, -0.084], [-0.886, -0.463, 1.863], [0.249, 2.343, -0.920], [-0.296, -2.856, -1.430], [-0.980, 2.365, -1.388], [1.593, 0.551, 0.561], [0.795, 0.740, 1.290], [-0.146, 1.861, 0.787], [0.669, -1.341, 1.891]], "lowdin_charge": [0.10, 0.07, -0.05, 0.12, 0.05, -0.26, 0.07, 0.10, 0.12, -0.31, 0.11, 0.70, -0.03, -0.17, 0.09, -0.26, -0.55, 0.11], "spin_multiplicity": 1, "total_energy_ev": -18698.3881, "e_homo_ev": -8.8, "smiles": "OCNCCCS", "lumo_ev": 0.936, "orbital_gap_ev": 9.723}



Entry 4:
{"formula": "C4H8ErO2", "method": "the ωB97M-V functional and the def2-TZVPD basis", "elements": ["O", "C", "C", "H", "H", "C", "C", "H", "H", "H", "O", "Er", "H", "H", "H"], "xyz": [[0.728, -1.635, 2.488], [0.374, -0.575, 0.422], [-0.574, 0.467, -1.663], [-1.075, 0.138, -2.585], [1.012, 0.269, 0.694], [-0.154, -0.696, -0.844], [0.191, -1.622, 1.351], [0.548, 0.472, -2.048], [0.612, 2.673, 0.005], [-0.592, 3.529, -0.428], [0.212, 3.114, -0.759], [1.191, -2.990, 4.559], [-1.396, 0.985, -1.147], [-0.421, -2.489, 1.047], [-0.655, -1.640, -1.091]], "mulliken_spin": [0.05, 0.11, 0.17, 0.03, 0.00, 0.06, 0.00, 0.12, -0.02, -0.01, 0.44, 2.00, 0.00, 0.00, 0.04], "s2": 3.7646, "spin_multiplicity": 4, "total_energy_ev": -35956.1452, "e_homo_ev": [-21.6, -20.1], "total_charge": 3, "lumo_ev": [-12.596, -15.829], "orbital_gap_ev": [9.031, 4.222]}